A 2-piece molecular cluster, C3H7O overall at a distorted geometry, computed with ωB97M-V/def2-TZVPD.

The calculation puts the LUMO energy at 4.85 eV. The calculation puts the energy above the lowest of the compared OMol25 structures with the same formula, charge and spin at 148.3 kJ/mol. The calculation puts the HOMO-LUMO gap at 6.348 eV. The value obtained for the HOMO energy is -0.05503 Ha.

Geometry as ORCA input:
```
! wB97M-V def2-TZVPD RIJCOSX def2/J DEFGRID3
* xyz -1 1
O 0.58491 -2.58069 0.82086
H 1.39730 -2.09606 1.03178
C -0.55228 -0.12175 0.58484
C 0.20210 0.78765 -0.21893
C -0.22047 1.58083 -1.24075
H -0.36951 -0.03025 1.64390
H 0.00888 -1.70897 0.56577
H -1.55980 -0.33980 0.21759
H 1.28658 0.71415 -0.08318
H 0.35976 2.43940 -1.55494
H -1.13747 1.35550 -1.76694
*
```

***

C40H72AgBKO44 as an isolated structure at a distorted geometry, computed with ωB97M-V/def2-TZVPD.

The calculation puts the LUMO energy at -3.04 eV. The calculation puts the energy above the lowest of the compared OMol25 structures with the same formula, charge and spin at 353.5 kJ/mol. The calculation puts the HOMO-LUMO gap at 8.545 eV. The value obtained for the HOMO energy is -0.42576 Ha.

Geometry as ORCA input:
```
! wB97M-V def2-TZVPD RIJCOSX def2/J DEFGRID3
* xyz 1 1
K 1.07298 -5.92333 -0.61979
Ag -0.31411 2.32780 4.76681
O -1.22768 2.12329 2.47410
C -0.89007 1.65718 1.36392
O -0.68861 0.36326 1.20608
B -0.03684 0.17683 -0.14700
O -0.46798 1.35281 -0.90759
C -0.73173 2.42075 0.00414
O -0.88002 3.62024 -0.21908
O -0.44986 -1.09473 -0.86315
C 0.49838 -2.00160 -0.92819
O 0.48910 -3.09220 -1.40858
C 1.80624 -1.18113 -0.64043
O 1.46861 0.00462 -0.03270
O 2.97165 -1.66120 -0.66292
C -1.33802 7.68803 0.19150
O -0.62528 6.66442 0.83882
C 0.66681 6.32680 0.44463
O 1.41109 7.02667 -0.30373
O 1.05227 5.28696 1.10813
C 2.30608 4.52604 0.93550
H -1.44537 7.61002 -0.89039
H -1.04980 8.71680 0.40754
H -2.37567 7.56820 0.50295
H 2.68261 4.17471 1.89618
H 3.05418 5.09216 0.38056
H 2.03783 3.61475 0.40099
C 4.77276 -6.62069 -4.55456
O 3.38888 -6.35450 -4.29986
C 2.86877 -5.18376 -4.72905
O 3.47871 -4.31641 -5.35812
O 1.65107 -5.15419 -4.36488
C 0.89304 -3.95543 -4.49451
H 5.41506 -5.74849 -4.43289
H 4.98174 -6.92577 -5.57991
H 5.18714 -7.45710 -3.99171
H 1.10345 -3.42502 -5.42321
H 1.33016 -3.22321 -3.81561
H -0.15426 -4.09285 -4.22551
C 3.80114 0.03462 -3.38250
O 4.87070 0.62116 -2.67192
C 4.57913 1.33082 -1.57391
O 3.42043 1.59232 -1.08868
O 5.80243 1.94338 -1.23654
C 5.93365 2.73043 -0.11523
H 3.45757 -0.93764 -3.02930
H 4.09985 -0.19611 -4.40506
H 2.96285 0.71747 -3.52072
H 5.54999 3.72981 -0.32054
H 6.95053 2.88566 0.24524
H 5.31360 2.33729 0.69042
C 2.85017 1.44727 2.27101
O 3.73216 1.77881 3.29600
C 3.04616 1.71933 4.53066
O 1.94943 1.21962 4.74480
O 3.82972 2.31117 5.46793
C 3.42811 2.40127 6.86111
H 2.62436 0.38132 2.24197
H 3.38787 1.58566 1.33302
H 1.92285 2.01519 2.34614
H 3.92257 1.64306 7.46833
H 2.34496 2.29260 6.91672
H 3.82236 3.36349 7.18790
C -6.99235 7.63156 0.84972
O -6.34915 6.92182 -0.13542
C -5.21686 6.25057 0.08753
O -4.52643 6.30969 1.11915
O -5.00101 5.39612 -0.94620
C -3.85644 4.55447 -1.00244
H -6.56310 8.62874 0.75243
H -6.75004 7.26065 1.84561
H -8.07308 7.71326 0.73372
H -4.13022 3.52253 -0.78273
H -3.20841 4.96158 -0.22628
H -3.34286 4.57857 -1.96356
C -4.12247 -0.50237 -0.58669
O -4.55979 0.30057 0.53998
C -5.87395 0.57098 0.83844
O -6.27292 1.60408 1.38544
O -6.63934 -0.32999 0.40343
C -8.04786 -0.24052 0.55533
H -4.43518 0.07295 -1.45808
H -4.60721 -1.46431 -0.75341
H -3.06194 -0.63169 -0.80266
H -8.47369 -1.21456 0.31448
H -8.46322 0.22563 -0.33814
H -8.46419 0.10099 1.50304
C -1.88496 -3.26977 1.70328
O -2.30981 -4.42148 2.37776
C -1.87640 -5.62333 2.11370
O -1.16151 -6.00812 1.19172
O -2.36725 -6.44888 3.06113
C -2.38369 -7.89060 2.97460
H -2.28207 -2.44423 2.29395
H -2.29777 -3.13409 0.70364
H -0.81921 -3.17554 1.49496
H -2.17810 -8.22345 1.95724
H -3.40621 -8.21807 3.16254
H -1.71999 -8.32004 3.72505
C 3.97760 -3.77875 2.14589
O 3.00824 -3.90346 3.22221
C 2.12250 -4.86620 3.18753
O 1.95988 -5.71535 2.28806
O 1.43315 -4.79494 4.31652
C 0.28599 -5.60105 4.53385
H 4.89664 -3.35980 2.55570
H 3.56015 -3.25922 1.28338
H 4.26098 -4.79354 1.86662
H -0.51515 -4.86200 4.54323
H 0.36045 -6.11500 5.49218
H 0.10259 -6.33924 3.75312
C 1.58845 3.67207 -3.08460
O 2.08025 4.33884 -4.23985
C 1.48253 4.09254 -5.41499
O 0.57688 3.28038 -5.66252
O 2.17968 4.74045 -6.37093
C 1.57041 4.76296 -7.67913
H 0.52026 3.67537 -2.86771
H 2.18979 3.91049 -2.20731
H 1.89891 2.64182 -3.25864
H 0.48219 4.70873 -7.64847
H 1.74670 3.88006 -8.29353
H 1.94423 5.62772 -8.22734
C -4.40853 3.57763 3.02875
O -4.76132 3.54109 4.37041
C -3.87698 3.12342 5.32865
O -2.69875 3.09372 5.21142
O -4.51418 2.87977 6.50715
C -5.94433 2.92383 6.67821
H -3.39639 3.97512 2.95356
H -5.06767 3.86922 2.21107
H -4.23234 2.54186 2.73854
H -6.29935 2.69566 7.68320
H -6.48724 2.21582 6.05205
H -6.23396 3.96264 6.51985
C 5.19487 -4.03712 -1.89934
O 5.85192 -5.20487 -1.51048
C 5.21983 -6.15378 -0.80142
O 4.00564 -6.17225 -0.50162
O 6.10748 -7.16551 -0.57572
C 5.80813 -8.14122 0.41308
H 5.78394 -3.46243 -2.61407
H 5.15834 -3.42821 -0.99603
H 4.19162 -4.17067 -2.30400
H 6.25067 -9.06901 0.05048
H 4.74026 -8.35938 0.42606
H 6.11015 -7.91489 1.43565
C -1.37065 1.02004 -4.31463
O -2.27987 0.17503 -3.56446
C -2.28590 -1.10523 -3.78037
O -1.65966 -1.70566 -4.67677
O -3.06945 -1.61440 -2.85552
C -3.04894 -2.89647 -2.31419
H -1.50260 0.84132 -5.38176
H -0.31538 0.88864 -4.07541
H -1.50345 2.05636 -4.00400
H -2.29327 -3.43050 -2.89028
H -3.99501 -3.41530 -2.46872
H -2.68810 -2.79956 -1.29023
*
```

***

An isolated molecule of C7H13B at a distorted geometry, computed with ωB97M-V/def2-TZVPD.

The calculation puts the LUMO energy at 0.67 eV. The calculation puts the energy above the lowest of the compared OMol25 structures with the same formula, charge and spin at 149.6 kJ/mol. As for the structure (SMILES): CC[C@@H]1C[C@@H]2B(C)[C@H]12. The calculation puts the HOMO-LUMO gap at 7.957 eV. The value obtained for the HOMO energy is -0.26791 Ha.

Geometry as ORCA input:
```
! wB97M-V def2-TZVPD RIJCOSX def2/J DEFGRID3
* xyz 0 1
C 2.72875 -0.60808 0.21051
C 1.34817 -0.56311 -0.43239
C 0.71073 0.82500 -0.41342
C 0.04104 1.26071 0.90650
C -1.34820 1.30258 0.21866
B -1.88369 -0.13009 0.00375
C -2.68662 -1.44644 0.10665
C -0.62837 0.90206 -1.09803
H 2.67454 -0.39787 1.27505
H 3.38323 0.12667 -0.25444
H 3.16933 -1.59540 0.07434
H 0.66961 -1.25888 0.07390
H 1.42944 -0.88410 -1.47341
H 1.43292 1.55916 -0.78651
H 0.34628 2.25118 1.23830
H 0.13637 0.56560 1.73989
H -1.92610 2.21052 0.37591
H -2.12160 -2.32652 -0.20294
H -3.54080 -1.37675 -0.56821
H -3.08628 -1.63718 1.10153
H -0.84873 1.22094 -2.09564
*
```

***

C14H11F13N2OV as an isolated structure at a distorted geometry, computed with ωB97M-V/def2-TZVPD.

The calculation puts the LUMO energy (spin up / spin down) at 0.24 / -0.03 eV. The calculation puts the HOMO-LUMO gap (spin up / spin down) at 7.582 / 7.887 eV. The value obtained for the HOMO energy (spin up / spin down) is -0.26966 / -0.29085 Ha. The expectation value of S² is 3.758.

Geometry as ORCA input:
```
! wB97M-V def2-TZVPD RIJCOSX def2/J DEFGRID3
* xyz 0 4
V 0.08552 -0.08568 -0.88689
C -1.00395 2.70041 -1.83857
N -0.12899 2.04711 -0.84358
C 1.15111 2.74602 -0.79532
C -0.78799 2.13473 0.49660
C 0.07644 1.53583 1.58433
N 0.56478 0.29600 1.07463
C 1.69999 -0.19560 1.61647
C 2.50019 -0.89734 0.70283
F 2.15562 -0.84591 -0.64537
C 3.71376 -1.39566 1.01247
F 4.41870 -1.96573 0.04429
C 4.23643 -1.29174 2.28393
C 3.42564 -0.63713 3.20061
F 3.86225 -0.58810 4.46857
C 2.18379 -0.09411 2.92419
F 1.50191 0.49714 3.94018
H -1.15046 3.76455 -1.60290
H -0.55616 2.63355 -2.82542
H -1.96365 2.17167 -1.80752
H 0.99752 3.76151 -0.45150
H 1.85171 2.20746 -0.15345
H 1.59093 2.80654 -1.79874
H -1.05597 3.18423 0.74028
H -1.73062 1.58305 0.42791
H 0.89550 2.24385 1.80493
H -0.49605 1.43843 2.52205
H 5.16390 -1.75044 2.60426
F -4.22459 -3.00158 -1.59379
C -3.85309 -1.81473 -1.09368
F -4.53625 -0.85894 -1.72784
F -4.24575 -1.80745 0.19528
C -2.29199 -1.61652 -1.17106
O -1.96454 -0.33271 -0.91279
C -1.80024 -1.93815 -2.63731
F -1.49741 -3.19417 -2.90182
F -2.67074 -1.50729 -3.54277
F -0.63758 -1.20055 -2.86710
C -1.59074 -2.50909 -0.10624
F -1.80143 -2.03669 1.10492
F -1.86049 -3.79796 -0.15109
F -0.22699 -2.38883 -0.39402
*
```

***

A 8-piece molecular cluster, C44H53BN10OS overall at a distorted geometry, computed with ωB97M-V/def2-TZVPD.

The calculation puts the LUMO energy at 0.61 eV. As for the structure (SMILES): NCCCBCCCCSc1nnco1.c1ccncc1.c1ccncc1.c1ccncc1.c1ccncc1.c1ccncc1.c1ccncc1.c1ccncc1. The calculation puts the HOMO-LUMO gap at 9.350 eV. The value obtained for the HOMO energy is -0.32130 Ha.

Geometry as ORCA input:
```
! wB97M-V def2-TZVPD RIJCOSX def2/J DEFGRID3
* xyz 0 1
N -5.71357 -5.82198 0.57358
C -5.93266 -4.65007 -0.30917
C -4.61460 -3.75487 -0.47163
C -3.66015 -4.51897 -1.47032
B -2.33287 -3.67541 -1.88611
C -0.95318 -4.51098 -1.89680
C 0.31333 -3.59393 -1.54534
C 1.49727 -4.54373 -1.10890
C 2.84442 -4.26144 -1.88409
S 4.35084 -4.50417 -0.80777
C 4.00051 -3.36585 0.56364
N 3.29608 -2.24812 0.25084
N 3.15190 -1.62441 1.45648
C 3.73060 -2.32149 2.40867
O 4.31386 -3.48750 1.87480
H -4.75420 -6.16548 0.48967
H -5.86152 -5.50692 1.53670
H -6.22274 -5.01084 -1.33253
H -6.76654 -4.02321 0.09221
H -4.87191 -2.71620 -0.77782
H -4.13694 -3.74576 0.54184
H -3.29352 -5.43460 -0.91666
H -4.20114 -4.90775 -2.37801
H -2.39517 -2.52658 -2.19327
H -1.03044 -5.23433 -1.03017
H -0.78880 -5.11559 -2.82478
H -0.04346 -2.93812 -0.70543
H 0.55326 -2.95524 -2.42959
H 1.19227 -5.60495 -1.32007
H 1.60891 -4.47828 0.00424
H 2.86930 -3.17393 -2.15519
H 2.98359 -4.93924 -2.75760
H 3.78557 -2.12927 3.49319
C 1.05462 3.14783 0.13947
C 1.39453 3.99555 1.18238
C 2.20633 3.50047 2.19068
N 2.68013 2.24938 2.22008
C 2.33756 1.44732 1.20314
C 1.53355 1.84732 0.14503
H 0.42203 3.49765 -0.66966
H 1.03827 5.01734 1.21231
H 2.50212 4.12617 3.02672
H 2.73295 0.43580 1.25348
H 1.28889 1.15735 -0.65257
C 6.06142 4.38018 5.22111
C 6.38283 5.46877 6.01606
C 5.84137 6.70213 5.68884
N 5.02863 6.90526 4.64745
C 4.73429 5.84057 3.89419
C 5.21906 4.56468 4.13663
H 6.46308 3.39872 5.44404
H 7.03825 5.36378 6.87082
H 6.06121 7.58293 6.28292
H 4.07461 6.03594 3.05497
H 4.94491 3.73774 3.49317
C -7.19874 -2.86094 -5.05381
C -6.13764 -1.97083 -5.08988
C -5.74589 -1.36984 -3.90425
N -6.33472 -1.59535 -2.72515
C -7.35735 -2.45679 -2.71587
C -7.82429 -3.11291 -3.84336
H -7.53476 -3.35287 -5.95905
H -5.62494 -1.74805 -6.01638
H -4.91791 -0.66836 -3.88127
H -7.81685 -2.61888 -1.74661
H -8.65569 -3.80217 -3.77555
C 2.16756 6.20155 -4.89812
C 0.87216 6.63946 -4.67348
C 0.04652 5.86231 -3.87650
N 0.42546 4.71070 -3.31339
C 1.67871 4.30778 -3.54580
C 2.58431 5.01162 -4.32353
H 2.84478 6.78117 -5.51433
H 0.51050 7.56304 -5.10612
H -0.97443 6.16495 -3.66917
H 1.95639 3.36900 -3.07749
H 3.58831 4.63780 -4.47558
C 8.87635 -5.94986 0.53389
C 7.58656 -5.48386 0.73070
C 6.73714 -6.22648 1.53557
N 7.08826 -7.37032 2.13179
C 8.33665 -7.80084 1.92595
C 9.26442 -7.13242 1.14293
H 9.57158 -5.39770 -0.08758
H 7.24743 -4.56480 0.27025
H 5.71925 -5.90138 1.72219
H 8.59225 -8.73223 2.42033
H 10.26348 -7.52749 1.01300
C -3.48405 2.00793 0.37500
C -4.38345 1.24211 -0.35124
C -4.03639 -0.06526 -0.65670
N -2.87905 -0.63163 -0.29348
C -2.02728 0.12891 0.40491
C -2.28004 1.44303 0.76358
H -3.71792 3.03409 0.63530
H -5.33326 1.64922 -0.67361
H -4.70820 -0.70406 -1.22086
H -1.09612 -0.35516 0.68362
H -1.55308 2.00964 1.33155
C -4.65083 7.47098 2.98820
C -5.55078 6.70605 2.26418
C -5.20426 5.39917 1.96045
N -4.04886 4.83145 2.32205
C -3.19602 5.59016 3.01849
C -3.44725 6.90516 3.37634
H -4.88469 8.49694 3.24700
H -6.50022 7.11356 1.94256
H -5.87760 4.76028 1.39812
H -2.26625 5.10483 3.29658
H -2.71966 7.47100 3.94316
*
```

***

C10H13BF5NO2SiSr as an isolated structure at a distorted geometry, computed with ωB97M-V/def2-TZVPD.

The calculation puts the LUMO energy at -9.16 eV. The calculation puts the HOMO-LUMO gap at 5.110 eV. The value obtained for the HOMO energy is -0.52441 Ha.

Geometry as ORCA input:
```
! wB97M-V def2-TZVPD RIJCOSX def2/J DEFGRID3
* xyz 2 1
C 3.18786 -2.33481 -0.74010
O 3.31335 -1.11163 -1.51195
B 2.05629 -0.58782 -1.88426
O 1.53119 -0.78295 -3.19454
Si 1.04984 0.40891 -0.48095
N 0.81301 -0.78045 0.83916
C -0.63220 1.11971 -1.14826
C -1.80544 0.55835 -0.25592
C -1.88920 0.87666 1.20626
C -2.94084 0.36823 2.10933
C -3.98300 -0.52085 1.50728
C -3.96877 -0.86702 0.08926
C -2.84301 -0.29795 -0.87658
C 2.06675 1.92364 0.13872
F 1.41513 3.15045 0.02362
F 3.23145 1.98799 -0.64436
C 2.57050 1.82078 1.63925
F 1.55484 2.04277 2.55368
F 3.53273 2.79754 1.80574
F 3.17674 0.63473 1.93882
H 3.15206 -2.02844 0.35064
H 4.06117 -3.02489 -0.84002
H 2.19412 -2.84534 -0.93916
H 1.09754 -1.66030 -3.19016
H 0.63649 -0.31456 1.73217
H 0.08543 -1.45622 0.60202
H -0.82009 0.85200 -2.22753
H -0.70432 2.23882 -1.07531
H -1.07147 1.52003 1.63181
H -2.94071 0.64544 3.19233
H -4.76009 -0.92625 2.19715
H -4.79367 -1.55628 -0.33024
H -2.78525 -0.50955 -2.01352
Sr -4.78844 -1.34070 -2.20441
*
```